<a>
DFT (ωB97M-V with the def2-TZVPD basis set) results for a single C4H8O3 molecule.

## Properties
2S+1 = 1
frontier orbital gap = 9.279 eV

Positions of all 15 atoms, in Å:
C -1.053 0.722 -1.298
C -0.826 -0.097 -0.152
O 0.099 -1.320 -1.022
C 0.100 0.150 1.017
O 0.328 -1.033 1.723
C 1.420 0.798 0.650
O 2.461 0.340 1.063
H -0.465 -0.641 -1.781
H -2.090 0.941 -1.543
H -0.360 1.536 -1.506
H -1.689 -0.678 0.176
H -0.174 -2.241 -0.867
H -0.435 0.881 1.653
H 1.293 -1.082 1.841
H 1.391 1.723 0.047

Mulliken population analysis, charges in e, atoms 1 to 5:
1 C -1.184
2 C 0.010
3 O -0.616
4 C 0.144
5 O -0.595


<b>
DFT (ωB97M-V with the def2-TZVPD basis set) results for 2 unconnected molecules or ions with the total composition C4H8O3.

## Properties
SMILES = C[C@@H](O)C=O.C=O
2S+1 = 1
frontier orbital gap = 10.950 eV

Positions of all 15 atoms, in Å:
C -0.697 -1.654 -1.269
C -0.028 -0.626 -0.355
O 1.299 -0.361 -0.729
C -0.817 0.667 -0.365
O -0.330 1.694 -0.790
H -1.702 -1.903 -0.910
H -0.097 -2.567 -1.278
H -0.771 -1.279 -2.295
H -0.038 -1.006 0.675
H 1.282 0.528 -1.125
H -1.864 0.626 -0.017
C 0.951 1.478 2.113
O -0.071 0.850 2.250
H 1.132 2.105 1.221
H 1.752 1.450 2.874

Mulliken population analysis, charges in e, atoms 1 to 5:
1 C -1.397
2 C 0.294
3 O -0.551
4 C 0.107
5 O -0.537


<c>
DFT (ωB97M-V with the def2-TZVPD basis set) results for a single C4H8O3 molecule.

## Properties
SMILES = C=CCC(O)(O)O
2S+1 = 1
frontier orbital gap = 10.751 eV

Positions of all 15 atoms, in Å:
C -1.617 1.079 -0.679
C -0.421 0.908 -1.204
C 0.593 -0.126 -0.919
C 0.569 -0.603 0.608
O 0.642 0.467 1.507
O -0.591 -1.339 0.856
O 1.708 -1.367 0.810
H -2.290 1.837 -1.045
H -2.000 0.417 0.080
H -0.065 1.554 -2.067
H 0.426 -1.025 -1.512
H 1.602 0.247 -1.094
H -0.041 1.111 1.280
H -0.492 -1.886 1.645
H 1.977 -1.276 1.735

Mulliken population analysis, charges in e, atoms 1 to 5:
1 C -0.814
2 C -0.106
3 C -0.378
4 C 0.417
5 O -0.538


<d>
DFT (ωB97M-V with the def2-TZVPD basis set) results for 3 unconnected molecules or ions with the total composition C4H8O3.

## Properties
SMILES = O=C=CO.C=O.C
2S+1 = 1
frontier orbital gap = 8.595 eV

Positions of all 15 atoms, in Å:
O 1.499 -1.865 -0.129
C 1.558 -0.708 -0.366
C 1.715 0.600 -0.248
O 2.497 1.064 0.803
H 1.344 1.348 -0.934
H 2.582 0.334 1.430
C -1.088 -1.045 -1.194
O -0.199 -0.503 -1.811
H -2.144 -0.836 -1.426
H -0.881 -1.763 -0.378
C -1.371 0.727 0.945
H -1.139 1.125 1.934
H -1.913 1.465 0.343
H -1.974 -0.180 1.060
H -0.415 0.506 0.465

Mulliken population analysis, charges in e, atoms 1 to 5:
1 O -0.472
2 C 0.617
3 C -0.430
4 O -0.497
5 H 0.442


It turns out <c> is the most stable, with the second structure 0.0255 hartree higher.


<a>
DFT (ωB97M-V with the def2-TZVPD basis set) results for a single C4H8O3 molecule.

## Properties
SMILES = COC(=O)CCO
2S+1 = 1
frontier orbital gap = 11.132 eV

Positions of all 15 atoms, in Å:
C -2.671 -0.308 -0.119
O -1.514 0.201 0.547
C -0.340 -0.076 -0.032
O -0.233 -0.758 -1.030
C 0.814 0.566 0.695
C 2.116 0.402 -0.081
O 2.466 -0.949 -0.241
H -2.562 -1.371 -0.340
H -3.503 -0.138 0.563
H -2.833 0.237 -1.053
H 0.573 1.621 0.864
H 0.901 0.095 1.681
H 2.028 0.909 -1.051
H 2.933 0.875 0.468
H 1.824 -1.307 -0.872

Mulliken population analysis, charges in e, atoms 1 to 5:
1 C -0.652
2 O -0.314
3 C 0.695
4 O -0.621
5 C -0.409


<b>
DFT (ωB97M-V with the def2-TZVPD basis set) results for a molecular structure, C4H8O3.

## Properties
2S+1 = 1
frontier orbital gap = 11.052 eV

Positions of all 15 atoms, in Å:
C -1.540 0.982 -0.386
C -0.081 0.575 -0.485
O 0.639 0.825 0.720
C 0.105 -0.933 -0.746
O 1.441 -1.177 -0.316
C 1.589 -0.647 0.925
O 0.830 -1.000 1.916
H -2.050 0.435 0.416
H -2.048 0.756 -1.330
H -1.640 2.055 -0.196
H 0.422 1.146 -1.275
H 0.265 0.079 1.617
H 0.034 -1.208 -1.800
H -0.600 -1.526 -0.151
H 2.633 -0.362 1.092

Mulliken population analysis, charges in e, atoms 1 to 5:
1 C -1.342
2 C 0.426
3 O -0.550
4 C -0.622
5 O -0.351


It turns out <a> is the most stable, with the second structure 0.0750 hartree higher.